Record 1
21
Properties=species:S:1:pos:R:3:forces:R:3 method="wB97M-V/def2-TZVPD" homo_energy_ev="-7.679 / -7.681" homo_lumo_gap_ev="7.4 / 7.4" total_energy_ha=-1314.94160
C 0.041284 -1.221487 -0.896615 -0.344 -1.018 0.234
C -1.286762 -1.318678 -0.370604 0.634 -0.574 -0.167
C -1.224052 -2.024355 0.874346 1.212 -0.124 -0.472
C 0.152423 -2.352867 1.126487 -0.568 0.230 -1.120
C 0.941067 -1.823061 0.044321 -1.054 -0.853 -0.169
Ti 0.048457 -0.009090 1.050037 0.947 1.353 0.140
C -0.996178 1.625118 0.092050 -0.344 -0.880 0.815
C 0.375448 1.881103 -0.422253 1.103 1.429 -2.584
C 0.712631 2.554395 -1.578696 -0.933 -1.280 1.428
N 1.348918 1.200391 0.304277 -0.226 -0.157 1.681
H -2.074768 -2.314575 1.478744 0.195 0.230 0.057
H -2.199000 -1.025008 -0.886097 0.365 0.106 0.270
H 0.533302 -2.929426 1.961163 -0.078 0.385 -0.001
H 2.010598 -1.967989 -0.104948 -0.375 0.247 0.191
H 0.312633 -0.873105 -1.893715 -0.077 0.320 0.580
H -1.777150 1.531353 -0.671334 0.340 0.118 0.301
H 2.328828 1.487078 0.236699 -0.731 -0.324 -0.293
H -1.319381 2.258358 0.938624 0.332 -0.013 -0.417
H -0.080925 2.892720 -2.232990 0.219 0.389 0.089
H 1.753028 2.560021 -1.887264 -0.162 0.145 -0.120
F 0.399605 -0.130902 2.837763 -0.457 0.270 -0.446

=====

Record 2
11
Properties=species:S:1:pos:R:3:forces:R:3 method="wB97M-V/def2-TZVPD" smiles=Nc1ccn[nH]1 homo_energy_ev=-8.441 de_lowest_kcal_mol=17.0 homo_lumo_gap_ev=9.3 total_energy_ha=-281.56298
N 1.652022 0.290285 -0.850805 -0.192 0.081 -0.064
C 0.386909 0.156454 -0.235227 0.472 -0.070 0.317
C -0.946556 0.284963 -0.580054 -0.477 -0.065 0.333
C -1.644807 -0.124997 0.601591 -0.038 -0.295 0.063
N -0.828593 -0.417170 1.598127 -0.240 0.008 -0.521
N 0.389654 -0.201994 1.076189 0.334 -0.185 -0.063
H 1.661210 0.572656 -1.820657 -0.312 0.006 0.170
H 2.273765 -0.508257 -0.730236 -0.459 0.253 0.053
H -1.437525 0.693071 -1.458128 0.479 -0.388 -0.002
H -2.698675 -0.374465 0.744983 0.318 0.605 -0.216
H 1.192595 -0.370545 1.654217 0.113 0.050 -0.070

=====

Record 3
17
Properties=species:S:1:pos:R:3:forces:R:3 method="wB97M-V/def2-TZVPD" homo_energy_ev=-9.224 de_lowest_kcal_mol=71.6 homo_lumo_gap_ev=10.2 total_energy_ha=-769.33040
C -3.023044 -1.295725 0.009259 -0.713 1.882 0.613
C -1.935633 -0.261981 0.465091 -0.362 -1.793 0.239
C -2.019300 1.225711 0.380283 -2.812 1.403 2.307
C -0.788387 -0.074521 -0.598484 -0.687 -1.458 1.733
C 0.527932 -0.637444 -0.243927 4.699 -1.035 2.055
C 1.611261 0.223890 -0.268272 -1.406 -2.263 0.479
H -3.997497 -1.413003 0.672279 2.247 0.267 -1.161
H -2.432802 -2.242437 -0.034836 -1.077 0.467 -0.564
H -3.346912 -0.779870 -0.975454 0.298 -1.763 1.151
H -1.494452 -0.351358 1.460544 0.073 -1.265 -0.143
H -1.965786 1.793859 1.375164 -0.097 -0.738 -1.211
H -2.898017 1.601989 -0.141567 -0.149 0.260 -0.421
H -1.033715 -0.336945 -1.623882 -0.437 0.106 -0.267
H 0.766714 -1.766686 0.309083 -1.130 3.328 -2.103
H 1.558072 1.267817 -0.503681 -0.272 0.184 -0.298
O -0.861131 1.289591 -0.307066 2.710 2.539 -2.257
Cl 3.264498 -0.186451 0.203246 -0.885 -0.120 -0.153

=====

Record 4
19
Properties=species:S:1:pos:R:3:forces:R:3 method="wB97M-V/def2-TZVPD" homo_energy_ev="-15.451 / -15.449" de_lowest_kcal_mol=4.9 total_charge=+1 homo_lumo_gap_ev="12.3 / 4.9" total_energy_ha=-198.47923 spin_multiplicity=2
C -1.316640 -1.896368 -0.085500 -0.232 0.456 -0.630
C -1.339179 -1.222349 -1.478447 -0.011 -0.421 0.207
H -0.583421 -1.395099 0.549634 0.054 -0.183 0.225
H -2.286023 -1.778118 0.405824 0.139 -0.246 -0.042
H -1.073424 -2.955029 -0.178214 0.050 0.114 0.242
H -1.655351 -1.923985 -2.254997 0.070 0.087 0.120
H -0.347237 -0.855995 -1.762324 -0.125 -0.021 -0.104
H -2.048029 -0.400620 -1.507795 0.031 0.238 0.000
C 1.193215 1.136885 1.050421 -0.344 0.106 -0.563
C -0.015364 1.985581 0.767433 0.473 0.105 -0.105
C 1.722029 0.356728 -0.093012 -0.218 -0.595 0.600
H 1.923147 1.778299 1.621125 -0.211 -0.077 0.287
H 1.082687 0.355023 1.853959 0.367 0.027 0.160
H -0.395742 2.333294 1.728513 -0.180 -0.012 0.067
H -0.708743 1.389849 0.165405 -0.089 0.078 0.061
H 1.356266 -0.696260 -0.156299 -0.015 0.081 -0.156
H 1.547254 0.806170 -1.064973 0.121 0.095 -0.072
H 0.199257 2.900709 0.198807 -0.053 -0.022 -0.038
H 2.745297 0.081286 0.240440 0.175 0.189 -0.260

=====

Record 5
96
Properties=species:S:1:pos:R:3:forces:R:3 method="wB97M-V/def2-TZVPD" smiles="CCOCCCCCC(=O)OCS(=O)(=O)C(F)(F)F.CCOC(=O)OC.CCOC(=O)OC.CCOC(=O)OC.CCOC(=O)OC" homo_energy_ev=-9.600 de_lowest_kcal_mol=205.4 homo_lumo_gap_ev=9.4 total_energy_ha=-2996.65279
C 1.683618 -0.324602 1.407204 0.629 -0.333 -0.969
C 2.060177 1.265493 1.547606 0.450 -0.980 0.872
O 0.908144 2.185293 1.362107 2.114 0.171 -0.496
C 1.453212 3.459222 0.867803 0.668 0.530 0.460
C 0.653331 4.799939 1.404024 0.462 0.601 -0.626
C -0.529979 5.328779 0.385066 -0.263 0.734 0.891
C -1.863990 4.374816 0.340495 -0.369 0.328 -1.340
C -3.220767 5.159016 0.924535 -0.551 -1.526 0.744
C -4.358940 3.946599 1.088270 -0.183 -2.095 -5.527
O -4.634955 3.282698 -0.064260 0.834 3.637 8.027
O -4.948598 3.635945 2.399645 -0.755 -0.402 -3.937
C -6.183670 2.853547 2.235689 -1.128 1.330 0.376
S -5.810732 0.989703 2.043703 2.581 -3.517 6.093
O -4.306623 0.684865 2.410646 -5.846 1.681 -2.161
O -6.818485 0.253575 2.970067 2.820 2.786 -3.948
C -6.083905 0.391372 0.258415 -0.251 -1.357 -4.204
F -6.916782 1.362271 -0.545496 3.104 -3.253 2.586
F -6.828469 -0.904659 0.194604 2.849 4.620 0.309
F -4.720489 0.214945 -0.345207 -5.312 0.560 1.823
H 2.224932 -0.962209 2.257425 -1.396 1.507 -1.777
H 2.156497 -0.695815 0.378150 -1.115 0.681 2.189
H 0.538125 -0.561433 1.346299 2.221 0.650 0.407
H 2.927911 1.476702 0.758825 -1.900 -0.210 1.817
H 2.448416 1.415608 2.666313 -0.554 -0.045 -2.502
H 1.485934 3.373317 -0.315213 -0.017 0.559 2.349
H 2.560941 3.556094 1.300532 -2.275 -0.103 -1.108
H 1.469753 5.670598 1.424832 -1.686 -1.888 -0.081
H 0.284295 4.704408 2.528558 0.633 -0.128 -2.514
H -0.087222 5.553141 -0.698832 -0.951 -0.775 2.387
H -0.896076 6.386787 0.798298 0.892 -2.149 -0.885
H -1.723846 3.327760 0.852833 -0.179 2.199 -0.831
H -2.096930 4.174911 -0.806130 0.361 0.198 2.542
H -3.681363 5.906262 0.137285 1.032 -1.567 1.685
H -3.043296 5.668822 1.962808 -0.289 -0.928 -2.043
H -6.890965 3.232107 1.375955 1.750 -0.899 1.369
H -6.823978 2.945003 3.238255 1.823 -0.607 -2.056
C -10.225335 1.430635 -1.389270 -0.269 0.132 -0.073
C -10.015900 1.195536 0.097099 0.270 -0.502 -0.499
O -10.617406 2.246072 0.863966 -1.043 0.050 0.516
C -11.957233 2.144447 1.047815 -0.224 -0.366 -0.407
O -12.675770 1.249578 0.630341 1.029 1.287 0.672
O -12.367335 3.225698 1.757706 0.490 -0.818 -0.439
C -13.777620 3.282842 1.959781 -0.540 0.076 0.152
H -9.879533 2.429676 -1.673416 0.122 -0.156 0.063
H -9.685531 0.685471 -1.978931 -0.008 0.074 0.092
H -11.286746 1.375785 -1.651644 0.151 -0.112 0.100
H -8.944171 1.211039 0.321450 -0.446 0.223 0.173
H -10.395656 0.215879 0.408346 -0.122 0.281 -0.008
H -14.155306 2.352051 2.394790 0.098 0.118 -0.241
H -14.280744 3.499584 1.012755 0.024 -0.195 0.134
H -13.987445 4.097997 2.658265 0.338 -0.107 -0.158
C 7.166302 1.357729 4.702090 0.063 0.334 0.000
C 6.819264 0.741099 3.357560 0.369 -0.337 0.553
O 6.031906 1.647173 2.574861 0.358 0.730 -0.845
C 6.723328 2.623601 1.936276 0.432 0.052 0.301
O 7.933216 2.786848 1.966088 -1.695 -0.270 -0.152
O 5.832947 3.405812 1.275518 0.554 -0.789 0.474
C 6.423913 4.523658 0.616591 0.157 0.464 -0.318
H 6.261150 1.700992 5.213237 0.057 -0.201 -0.056
H 7.682276 0.634216 5.338216 -0.073 0.036 -0.080
H 7.812714 2.232730 4.579745 -0.011 -0.208 -0.051
H 6.211104 -0.156077 3.513748 -0.131 0.303 -0.230
H 7.717385 0.430086 2.812156 -0.138 0.265 0.018
H 7.244724 4.211930 -0.037127 -0.072 0.044 0.267
H 6.772942 5.249975 1.356599 0.109 -0.160 -0.143
H 5.655663 4.998970 -0.000055 -0.035 -0.299 0.242
C 4.464087 -4.498727 -0.978081 0.080 0.117 0.287
C 5.162210 -3.930467 -2.202063 -0.198 -0.744 0.066
O 5.336852 -2.514147 -2.071450 0.968 0.608 0.408
C 6.384241 -2.120799 -1.304953 0.065 -0.444 0.289
O 7.176620 -2.855601 -0.736120 -1.049 1.072 -0.826
O 6.385496 -0.764663 -1.258838 -0.061 -1.019 -0.202
C 7.399108 -0.216334 -0.419237 0.372 0.290 0.254
H 3.530505 -3.961263 -0.783256 0.040 -0.105 -0.155
H 4.242282 -5.559838 -1.116661 0.017 0.107 -0.059
H 5.085477 -4.389826 -0.083397 0.005 -0.069 -0.189
H 4.538085 -4.094097 -3.086863 0.138 0.333 0.114
H 6.120562 -4.428356 -2.387762 -0.092 0.240 0.156
H 8.387189 -0.608570 -0.680190 -0.240 -0.054 0.133
H 7.165419 -0.422560 0.629491 0.143 -0.089 -0.155
H 7.410703 0.867626 -0.565115 -0.225 -0.245 -0.136
C 4.800020 -10.024301 -5.708094 -0.202 0.191 -0.202
C 4.681470 -9.759180 -4.216757 0.140 -0.660 -0.289
O 4.442989 -8.368080 -3.968786 -1.012 0.533 0.181
C 3.161888 -7.954483 -4.133052 -0.257 -0.440 -0.347
O 2.215508 -8.653699 -4.459899 1.339 1.037 0.542
O 3.117299 -6.619450 -3.894448 0.208 -1.016 -0.020
C 1.832809 -6.037654 -4.105642 -0.510 0.302 -0.036
H 5.551476 -9.367102 -6.157321 0.026 -0.155 0.146
H 5.078318 -11.064392 -5.895490 -0.002 0.097 0.053
H 3.854323 -9.822083 -6.221131 0.082 -0.116 0.161
H 5.626379 -10.012899 -3.724872 -0.168 0.373 0.026
H 3.903030 -10.378585 -3.757208 -0.008 0.283 -0.127
H 1.057770 -6.570204 -3.545325 0.173 -0.010 -0.225
H 1.599944 -6.027864 -5.174589 -0.071 -0.126 0.189
H 1.865613 -5.004314 -3.748549 0.278 -0.246 -0.017

=====

Record 6
14
Properties=species:S:1:pos:R:3:forces:R:3 method="wB97M-V/def2-TZVPD" homo_energy_ev=-9.666 de_lowest_kcal_mol=109.3 homo_lumo_gap_ev=8.4 total_energy_ha=-862.52688
C -0.168689 -0.407688 0.472236 2.340 -0.735 -7.841
C -1.107770 0.458566 -0.352838 -2.907 2.779 0.319
C 1.308156 0.014700 -0.023205 -2.873 1.784 -0.031
H 0.258142 -2.499384 -0.593552 -2.469 3.877 2.647
H -1.018370 -2.282282 0.668268 0.590 0.608 -0.953
H -0.313459 -0.182131 1.402976 -0.746 0.629 5.813
H -0.832224 0.720945 -1.374622 0.030 -0.832 0.115
H 0.717792 1.926550 1.032894 1.497 -1.026 -3.990
H 2.306107 1.752999 -0.309854 0.202 -0.577 -0.317
N -0.519655 -1.715656 -0.048235 2.261 -4.653 -0.444
N 1.397057 1.322782 -0.480923 -2.381 3.019 5.042
O 2.184468 -0.704975 -0.276410 2.600 -3.440 -0.118
F -1.404582 1.801630 0.173488 1.239 -1.567 0.022
Cl -2.806979 -0.206061 -0.290226 0.618 0.135 -0.265